Record 1
# C16H32Br16

A 8-piece molecular cluster, C16H32Br16 overall (ωB97M-V/def2-TZVPD, the Open Molecules 2025 dataset).

For the HOMO-LUMO gap, the calculation gives 10.0 eV. The calculation puts the LUMO energy at 0.047 eV. For the calculated total energy, the calculation gives -41813.11375 a.u. As for the SMILES: BrCCBr.BrCCBr.BrCCBr.BrCCBr.BrCCBr.BrCCBr.BrCCBr.BrCCBr. As for the total charge: 0. The calculation puts the relative energy (zero: lowest compared OMol25 entry of this formula, charge and spin) at 0.0 kcal per mole.

Geometry (Å):
Br: -6.733 -1.283 1.779
C: -5.857 -0.313 3.205
C: -4.774 -1.120 3.850
Br: -5.458 -2.663 4.808
H: -6.664 -0.046 3.879
H: -5.448 0.581 2.742
H: -4.276 -0.529 4.615
H: -4.055 -1.468 3.119
Br: 5.705 1.147 7.099
C: 4.815 0.571 5.474
C: 3.421 1.126 5.452
Br: 2.660 0.880 3.682
H: 4.818 -0.515 5.468
H: 5.406 0.925 4.636
H: 3.409 2.187 5.675
H: 2.769 0.609 6.149
Br: 4.135 0.956 -5.470
C: 3.144 -0.422 -4.516
C: 1.720 0.033 -4.306
Br: 0.656 -1.474 -3.699
H: 3.648 -0.601 -3.570
H: 3.219 -1.322 -5.118
H: 1.253 0.448 -5.191
H: 1.670 0.787 -3.525
Br: -0.935 2.999 -4.456
C: -1.445 2.507 -2.634
C: -2.922 2.268 -2.610
Br: -3.424 1.641 -0.817
H: -1.134 3.313 -1.978
H: -0.868 1.617 -2.396
H: -3.223 1.448 -3.252
H: -3.488 3.169 -2.816
Br: -0.504 3.562 0.902
C: 1.364 4.034 0.887
C: 1.577 5.463 0.487
Br: 1.071 5.777 -1.359
H: 1.889 3.343 0.234
H: 1.732 3.868 1.899
H: 2.622 5.739 0.598
H: 0.966 6.139 1.080
Br: -5.335 -1.649 -2.519
C: -3.975 -3.012 -2.745
C: -3.022 -2.935 -1.587
Br: -1.789 -4.428 -1.644
H: -3.487 -2.823 -3.696
H: -4.465 -3.980 -2.779
H: -3.558 -2.984 -0.644
H: -2.436 -2.021 -1.597
Br: 4.841 -2.896 -2.261
C: 3.094 -3.225 -1.499
C: 3.251 -3.901 -0.179
Br: 1.478 -4.112 0.576
H: 2.560 -3.859 -2.201
H: 2.558 -2.281 -1.430
H: 3.844 -3.359 0.549
H: 3.638 -4.910 -0.277
Br: 1.743 0.631 -0.656
C: 0.794 -0.434 0.672
C: -0.672 -0.331 0.337
Br: -1.691 -1.428 1.581
H: 0.998 0.056 1.617
H: 1.125 -1.461 0.610
H: -0.890 -0.715 -0.657
H: -1.064 0.676 0.423


Record 2
# C37H48N4O5RuSSi

C37H48N4O5RuSSi as an isolated structure (ωB97M-V/def2-TZVPD, the Open Molecules 2025 dataset).

For the HOMO-LUMO gap (alpha / beta), the calculation gives 6.0 / 6.2 eV. The expectation value of S² is 0.777. The calculation puts the LUMO energy (alpha / beta) at -4.267 / -4.270 eV. For the calculated total energy, the calculation gives -2816.41418 a.u. Its spin multiplicity is 2. As for the total charge: +1. The calculation puts the relative energy (zero: lowest compared OMol25 entry of this formula, charge and spin) at 0.0 kcal per mole.

Geometry (Å):
Ru: 0.083 -0.616 -0.201
C: -0.604 0.718 4.008
C: -0.732 1.967 3.137
C: 0.519 2.829 3.276
C: -1.982 2.735 3.558
O: -0.848 1.550 1.755
Si: -1.406 2.533 0.582
S: -0.853 1.382 -1.176
O: -2.982 2.840 0.541
C: -4.200 2.149 0.240
C: -5.250 2.661 1.230
C: -4.005 0.643 0.396
C: -4.588 2.498 -1.197
O: -0.565 3.890 0.574
C: -0.798 5.262 0.229
C: -1.420 5.348 -1.160
C: -1.734 5.868 1.273
C: 0.576 5.932 0.268
H: -0.782 0.981 5.048
H: 0.392 0.292 3.938
H: -1.338 -0.027 3.709
H: 0.743 3.005 4.326
H: 0.372 3.778 2.772
H: 1.363 2.322 2.814
H: -1.878 3.077 4.584
H: -2.854 2.090 3.490
H: -2.136 3.594 2.916
H: -4.954 2.427 2.249
H: -6.213 2.199 1.029
H: -5.356 3.738 1.140
H: -3.668 0.418 1.407
H: -3.252 0.295 -0.314
H: -4.942 0.123 0.208
H: -4.760 3.568 -1.292
H: -5.497 1.973 -1.476
H: -3.785 2.212 -1.875
H: -2.371 4.822 -1.166
H: -0.765 4.888 -1.896
H: -1.585 6.386 -1.431
H: -2.673 5.321 1.278
H: -1.932 6.910 1.040
H: -1.284 5.813 2.262
H: 1.225 5.500 -0.488
H: 1.033 5.782 1.243
H: 0.483 6.999 0.086
O: -0.257 -4.468 5.691
N: 0.742 -3.755 5.618
O: 1.614 -3.725 6.475
C: 0.918 -2.927 4.488
C: 2.150 -2.266 4.384
C: 2.442 -1.431 3.319
C: 3.658 -0.700 3.184
C: 3.799 0.176 2.149
C: 2.761 0.333 1.212
N: 1.643 -0.379 1.273
C: 1.466 -1.244 2.289
C: 0.204 -1.906 2.394
N: -0.699 -1.630 1.438
C: -1.952 -2.085 1.551
C: -2.327 -2.914 2.589
C: -1.404 -3.268 3.557
C: -0.099 -2.740 3.505
H: 2.863 -2.423 5.177
H: 4.439 -0.843 3.914
H: 4.690 0.774 2.047
H: 2.852 1.054 0.414
H: -2.652 -1.782 0.784
H: -3.340 -3.278 2.634
H: -1.683 -3.933 4.361
C: 5.146 0.229 -4.422
C: 4.008 0.040 -3.483
C: 3.661 -1.213 -2.985
C: 2.605 -1.334 -2.102
N: 1.870 -0.300 -1.694
C: 2.199 0.908 -2.161
C: 3.242 1.117 -3.039
H: 5.597 -0.721 -4.695
H: 5.905 0.857 -3.958
H: 4.813 0.738 -5.325
H: 4.209 -2.092 -3.287
H: 2.344 -2.308 -1.707
H: 1.591 1.738 -1.822
H: 3.459 2.116 -3.385
C: -0.752 -1.913 -1.740
C: -0.986 -3.172 -1.047
C: -2.285 -3.690 -0.905
C: -2.511 -4.871 -0.225
C: -1.453 -5.558 0.355
C: -0.161 -5.067 0.225
C: 0.074 -3.899 -0.471
H: -1.662 -1.493 -2.176
H: 0.040 -1.964 -2.491
H: -3.115 -3.160 -1.350
H: -3.514 -5.257 -0.139
H: -1.632 -6.469 0.905
H: 0.664 -5.603 0.670
H: 1.088 -3.521 -0.551


Record 3
# C6H12O

A 2-piece molecular cluster, C6H12O overall (ωB97M-V/def2-TZVPD, the Open Molecules 2025 dataset).

For the HOMO-LUMO gap, the calculation gives 9.3 eV. The calculation puts the LUMO energy at 0.988 eV. For the calculated total energy, the calculation gives -310.91127 a.u. As for the SMILES: C/C=C/O.C=CC. As for the total charge: 0. The calculation puts the relative energy (zero: lowest compared OMol25 entry of this formula, charge and spin) at 92.9 kcal per mole.

Geometry (Å):
C: 2.661 0.155 -0.565
C: 1.063 -0.516 0.711
O: 0.758 -0.450 2.025
C: 1.214 0.499 -0.127
C: -1.537 1.220 -0.860
C: -2.021 0.426 0.090
C: -2.121 -1.071 -0.071
H: 2.692 -0.123 -1.604
H: 3.211 -0.626 0.007
H: 3.189 1.071 -0.315
H: 1.314 -1.514 0.363
H: -0.155 -0.171 2.091
H: 0.903 1.495 0.205
H: -1.113 0.810 -1.775
H: -1.512 2.302 -0.758
H: -2.406 0.870 1.009
H: -1.144 -1.568 -0.156
H: -2.662 -1.281 -0.997
H: -2.667 -1.538 0.754


Record 4
# C2H3N2O3

A 3-piece molecular cluster, C2H3N2O3 overall (ωB97M-V/def2-TZVPD, the Open Molecules 2025 dataset).

For the HOMO-LUMO gap (alpha / beta), the calculation gives 8.7 / 8.7 eV. The calculation puts the LUMO energy (alpha / beta) at -5.811 / -5.811 eV. For the calculated total energy, the calculation gives -412.85377 a.u. As for the total charge: +1. The calculation puts the relative energy (zero: lowest compared OMol25 entry of this formula, charge and spin) at 19.8 kcal per mole.

Geometry (Å):
C: -0.767 0.956 -0.014
C: 3.653 0.122 0.095
N: -0.153 -0.091 0.291
N: 0.425 2.702 -0.307
O: 4.620 0.616 0.373
O: 2.646 -0.258 -0.290
O: -0.204 3.546 -0.038
H: -1.941 1.078 -0.134
H: -0.442 -1.043 0.295
H: 0.886 -0.004 0.249